# C62H56BBrF10O3P

A 11-piece molecular cluster, C62H56BBrF10O3P overall (ωB97M-V/def2-TZVPD, the Open Molecules 2025 dataset).

Atoms and positions in Å:
O: -0.06695 1.67252 -0.50514
P: 0.46384 -0.02070 -0.50972
Br: -1.40560 -1.16625 0.14508
B: 1.90555 -0.21215 0.73492
O: 2.54165 1.05934 1.22144
C: 1.63135 1.44570 2.34111
C: 1.06333 -0.02961 2.88192
O: 1.73369 -1.00967 1.96466
H: -0.33199 1.93655 -1.44005
H: 2.70220 -0.83064 0.13159
H: 0.61394 1.96146 2.00764
H: 2.13836 2.06010 3.21070
H: -0.06041 -0.20465 2.59970
H: 1.33292 -0.08534 4.02359
F: 2.32828 -3.59542 -1.40775
C: 2.87957 -2.94444 -2.44066
C: 2.48773 -3.26109 -3.73675
C: 3.05772 -2.57995 -4.81227
C: 4.02222 -1.59632 -4.57989
C: 4.41256 -1.28921 -3.27557
C: 3.83427 -1.96266 -2.19988
H: 1.74326 -4.03382 -3.89834
H: 2.75252 -2.81465 -5.82898
H: 4.46978 -1.06842 -5.41929
H: 5.16640 -0.52615 -3.09739
H: 4.11945 -1.73033 -1.17918
F: -2.26554 -4.82197 4.68540
C: -2.06985 -5.21900 3.42100
C: -2.84895 -6.24505 2.89768
C: -2.64903 -6.65527 1.57960
C: -1.66372 -6.04153 0.80226
C: -0.88342 -5.01596 1.33821
C: -1.09118 -4.59847 2.65259
H: -3.60384 -6.71567 3.51906
H: -3.25818 -7.45129 1.15861
H: -1.50511 -6.36485 -0.22433
H: -0.11437 -4.54257 0.73259
H: -0.49977 -3.79675 3.08225
F: -0.41122 3.18329 -2.88751
C: -1.41574 4.01384 -3.19693
C: -1.59406 4.40962 -4.51800
C: -2.64295 5.27031 -4.84141
C: -3.49608 5.73474 -3.83729
C: -3.30579 5.33575 -2.51346
C: -2.26373 4.46631 -2.19219
H: -0.91641 4.04528 -5.28318
H: -2.79560 5.57948 -5.87247
H: -4.31134 6.40958 -4.08932
H: -3.96856 5.70178 -1.73303
H: -2.10683 4.13897 -1.16976
F: -5.97224 -7.99885 3.52920
C: -5.50583 -9.05450 4.20941
C: -4.99535 -8.87211 5.48995
C: -4.51435 -9.97178 6.20055
C: -4.53922 -11.24121 5.61771
C: -5.04894 -11.41323 4.32987
C: -5.54007 -10.31524 3.62401
H: -4.97645 -7.87742 5.92318
H: -4.12038 -9.84097 7.20535
H: -4.15984 -12.09792 6.17059
H: -5.06347 -12.40154 3.87672
H: -5.94801 -10.43234 2.62551
F: -0.14311 3.60894 3.84824
C: -0.48052 4.61579 3.03153
C: -0.10345 4.56751 1.69394
C: -0.45899 5.61320 0.84205
C: -1.17899 6.70180 1.34036
C: -1.54845 6.74340 2.68561
C: -1.20245 5.69240 3.53456
H: 0.46277 3.71785 1.32663
H: -0.17571 5.58129 -0.20709
H: -1.45222 7.51929 0.67656
H: -2.10525 7.59364 3.07210
H: -1.48923 5.70425 4.58086
F: -5.14121 -11.97965 0.90982
C: -4.58992 -11.32867 -0.12309
C: -4.98176 -11.64532 -1.41918
C: -4.41177 -10.96418 -2.49469
C: -3.44728 -9.98055 -2.26231
C: -3.05694 -9.67344 -0.95799
C: -3.63522 -10.34689 0.11769
H: -5.72623 -12.41805 -1.58077
H: -4.71698 -11.19888 -3.51141
H: -2.99971 -9.45265 -3.10171
H: -2.30309 -8.91037 -0.77981
H: -3.35004 -10.11456 1.13839
F: 4.08774 -0.42418 -7.63600
C: 5.26371 -0.60842 -8.25063
C: 6.38438 0.08399 -7.80531
C: 7.61010 -0.11141 -8.44170
C: 7.69914 -0.98978 -9.52444
C: 6.56751 -1.67631 -9.96719
C: 5.34452 -1.48914 -9.32354
H: 6.29434 0.76843 -6.96812
H: 8.49384 0.41926 -8.09623
H: 8.65441 -1.13850 -10.02335
H: 6.63837 -2.35631 -10.81270
H: 4.45684 -2.02140 -9.64889
F: 3.81344 8.07699 0.52791
C: 4.20181 6.79876 0.62746
C: 5.55408 6.50283 0.75949
C: 5.95846 5.17234 0.86834
C: 5.00589 4.15100 0.83290
C: 3.65138 4.45796 0.69498
C: 3.24645 5.78896 0.59742
H: 6.28034 7.30888 0.77668
H: 7.01261 4.93087 0.97975
H: 5.32214 3.11318 0.91334
H: 2.91218 3.66115 0.66351
H: 2.19699 6.04590 0.49870
F: -3.75147 8.80483 -0.16585
C: -3.20018 9.45581 -1.19876
C: -3.59202 9.13916 -2.49485
C: -3.02203 9.82030 -3.57037
C: -2.05754 10.80394 -3.33799
C: -1.66720 11.11104 -2.03367
C: -2.24548 10.43759 -0.95798
H: -4.33649 8.36643 -2.65644
H: -3.32724 9.58560 -4.58708
H: -1.60997 11.33183 -4.17738
H: -0.91335 11.87411 -1.85549
H: -1.96031 10.66992 0.06272
F: 2.82946 3.18956 9.84448
C: 1.99607 3.01334 8.81055
C: 1.19662 1.87659 8.76217
C: 0.32501 1.69522 7.68840
C: 0.27051 2.64838 6.66845
C: 1.08061 3.78355 6.72355
C: 1.94386 3.97005 7.80293
H: 1.25861 1.14296 9.55929
H: -0.30984 0.81372 7.64515
H: -0.40623 2.50431 5.82890
H: 1.03945 4.52200 5.92648
H: 2.57405 4.85095 7.86619

Output
HOMO energy	-4.3	eV
largest force on an atom	3.5	eV Å⁻¹
net charge	-1
gap between HOMO and LUMO	6.34	eV